This record from OMol25 describes a molecular structure, C42H50N4O2P2SbSe4Y in a non-equilibrium geometry. The level of theory is ωB97M-V with the def2-TZVPD basis set.

Atoms and positions in Å:
Y1 0.28 -1.40 0.22
O1 -1.12 -2.31 -7.00
C1 -1.51 -3.07 -6.11
O2 -2.21 -4.09 -6.20
C2 -1.11 -2.67 -4.67
C3 -0.51 -1.46 -4.40
C4 -0.23 -1.08 -3.09
N1 -0.49 -1.89 -2.06
C5 -1.04 -3.10 -2.31
C6 -1.38 -3.51 -3.59
C7 -1.36 -3.97 -1.14
C8 -1.46 -5.35 -1.29
C9 -1.88 -6.10 -0.20
C10 -2.19 -5.44 0.98
C11 -2.02 -4.07 1.05
N2 -1.60 -3.34 0.01
C12 0.39 0.26 -2.77
C13 0.66 1.11 -3.81
C14 1.58 2.17 -3.56
C15 1.95 2.46 -2.31
C16 1.21 1.82 -1.17
N3 0.72 0.46 -1.48
H1 -0.28 -0.83 -5.24
H2 -1.88 -4.44 -3.78
H3 -1.19 -5.81 -2.22
H4 -1.92 -7.17 -0.26
H5 -2.47 -5.98 1.87
H6 -2.16 -3.53 1.98
H7 0.36 0.89 -4.82
H8 2.02 2.70 -4.40
H9 2.67 3.25 -2.12
H10 0.35 2.48 -0.94
C17 -4.33 -1.48 -1.08
C18 -4.13 -0.64 0.18
C19 -5.29 0.34 0.32
P1 -2.42 0.07 0.23
C20 -2.40 1.64 -0.75
C21 -3.10 2.87 -0.17
C22 -2.81 1.39 -2.20
C23 -2.23 0.65 1.96
C24 -3.22 0.58 2.94
C25 -2.96 0.85 4.27
C26 -4.04 0.70 5.31
C27 -1.67 1.19 4.64
C28 -0.66 1.27 3.70
C29 -0.95 1.03 2.36
N4 0.09 0.97 1.39
C30 0.95 1.92 1.26
C31 0.84 3.21 1.97
C32 1.80 4.15 1.86
C33 3.00 3.95 1.05
C34 4.08 5.00 1.09
C35 3.06 2.86 0.28
C36 2.03 1.79 0.20
P2 2.79 0.05 0.33
C37 3.84 0.08 1.83
C38 5.20 0.76 1.77
C39 3.06 0.56 3.05
C40 4.04 -0.25 -1.01
C41 5.04 0.84 -1.39
C42 3.48 -0.82 -2.32
H11 -5.28 -2.02 -1.01
H12 -4.38 -0.86 -1.97
H13 -3.54 -2.21 -1.22
H14 -4.13 -1.32 1.04
H15 -5.41 0.92 -0.59
H16 -6.22 -0.21 0.47
H17 -5.18 1.05 1.14
H18 -1.32 1.85 -0.76
H19 -4.18 2.80 -0.27
H20 -2.86 3.02 0.88
H21 -2.78 3.76 -0.72
H22 -3.89 1.33 -2.30
H23 -2.45 2.21 -2.83
H24 -2.38 0.48 -2.60
H25 -4.22 0.27 2.67
H26 -5.03 0.69 4.85
H27 -3.92 -0.23 5.86
H28 -4.01 1.52 6.03
H29 -1.43 1.36 5.68
H30 0.36 1.46 3.99
H31 -0.04 3.41 2.57
H32 1.69 5.09 2.38
H33 3.95 5.66 1.94
H34 5.06 4.54 1.17
H35 4.07 5.62 0.19
H36 3.93 2.73 -0.35
H37 4.02 -1.00 1.99
H38 5.13 1.83 1.59
H39 5.70 0.62 2.73
H40 5.85 0.31 1.01
H41 2.95 1.64 3.05
H42 2.08 0.09 3.10
H43 3.60 0.27 3.95
H44 4.60 -1.06 -0.51
H45 4.54 1.62 -1.96
H46 5.56 1.29 -0.55
H47 5.80 0.40 -2.05
H48 3.12 -0.02 -2.95
H49 4.29 -1.34 -2.84
H50 2.68 -1.53 -2.16
Se1 3.87 -3.31 3.35
Sb1 1.73 -3.80 2.29
Se2 0.02 -1.99 2.83
Se3 1.93 -3.49 -0.22
Se4 0.82 -5.98 2.88

The value obtained for the electronic energy is -341974.0194 eV. Its total charge is -2. For the energy relative to the best compared isomer or geometry (same formula, charge and spin), the calculation gives 60.0 kJ/mol. For the max |F|, the calculation gives 1.9 eV Å⁻¹.

Atom charges from the Mulliken analysis, given in e for atoms 1 to 99: -0.9043 -0.7399 0.4100 -0.7426 -1.3344 -0.9423 0.3645 1.7145 1.1444 -1.1885 0.0474 -1.0973 -0.7569 -0.8958 -0.6143 0.8147 0.1571 -1.4400 -1.3063 -1.1134 0.5380 1.6537 0.7414 0.7078 0.5472 0.3938 0.4605 0.4213 0.5353 0.3727 0.4958 0.2196 -1.2285 0.5181 -1.9540 2.8415 1.3482 -1.9262 -1.9185 -0.8621 -0.5995 0.4362 -1.7721 -1.2125 0.7469 -1.3348 2.6069 -2.4353 -1.1045 -1.1234 1.1629 -1.9231 -1.9823 2.7263 1.5599 1.3778 -1.6710 -1.0410 0.7851 -1.9913 -1.5010 0.5953 0.2212 -0.0025 0.6597 0.3229 0.4317 0.3949 -0.5436 0.3356 0.2998 0.4580 0.3660 0.4301 0.4055 0.2954 0.3918 0.2947 0.3870 0.3625 0.4073 0.4647 0.3371 0.4350 0.3598 0.3164 0.4815 -0.1795 0.1962 0.5282 0.3753 0.1991 -0.2291 0.6060 0.7739 0.3358 0.3014 0.4917 0.2397